[1]
19
Properties=species:S:1:pos:R:3:forces:R:3 method="wB97M-V/def2-TZVPD" homo_lumo_gap_ev=10.04 multiplicity=1 charge=-1 e_lumo_ev=3.313 molar_mass_g_mol=143.54 total_energy_ev=-25006.1072
Cl 0.30691 0.19645 -0.21668 -0.2 -0.2 0.1
O -2.23568 1.19269 1.48438 0.3 -0.1 0.0
H -2.09442 0.99099 2.41407 0.0 0.0 -0.1
H -1.43212 0.85356 1.03193 -0.3 0.2 0.1
O 0.73472 3.24142 -1.07639 0.0 -0.3 0.1
H 0.71495 2.28293 -0.85352 -0.1 0.5 -0.1
H 0.03140 3.61823 -0.53976 0.0 -0.1 0.0
O 1.63141 -1.03328 -2.92993 -0.1 0.1 0.2
H 0.87254 -1.47504 -3.32085 0.0 0.0 0.1
H 1.29094 -0.67611 -2.08318 0.1 -0.1 -0.3
O 2.97752 0.24661 1.53873 -0.2 0.1 -0.3
H 2.26304 0.27797 0.86094 0.4 -0.1 0.5
H 2.51104 0.33681 2.37341 -0.1 0.0 -0.1
O 0.25469 -2.53181 1.62323 -0.1 0.3 0.1
H 0.20824 -1.62309 1.26367 0.1 -0.3 -0.1
H -0.03136 -2.44930 2.53814 0.0 0.0 -0.1
O -2.95487 -1.37541 -1.21576 0.1 0.0 0.0
H -2.15312 -1.04592 -0.78190 -0.1 0.0 0.0
H -2.89581 -1.02768 -2.11052 0.0 0.0 0.1



[2]
12
Properties=species:S:1:pos:R:3:forces:R:3 method="wB97M-V/def2-TZVPD" homo_lumo_gap_ev=7.48 multiplicity=1 smiles="S=c1ccoc(S)c1" e_lumo_ev=-0.702 molar_mass_g_mol=144.22 total_energy_ev=-28964.5277
S -2.69095 -0.92483 -0.52374 -0.5 1.0 -0.5
C -1.29507 -0.17996 -0.01903 -1.5 -1.3 -1.3
C -0.72408 -0.77903 1.10072 -2.9 -4.4 1.9
C 0.47883 -0.68444 1.50908 4.7 0.7 1.9
O 1.28362 0.26502 0.81387 1.6 -1.6 -0.1
C 0.96363 0.55914 -0.47394 -3.4 0.9 0.8
S 2.21235 1.14872 -1.60029 -2.4 1.2 0.1
C -0.42067 0.56556 -0.80001 3.6 1.3 -0.4
H -1.23940 -1.73250 1.45859 0.2 1.8 0.0
H 0.99205 -1.32243 2.40894 -1.1 2.1 -2.6
H 1.14955 1.96725 -2.19960 2.1 -1.3 0.7
H -0.70987 1.11750 -1.67458 -0.3 -0.5 -0.5



[3]
92
Properties=species:S:1:pos:R:3:forces:R:3 method="wB97M-V/def2-TZVPD" homo_lumo_gap_ev="3.96 / 4.08" multiplicity=2 charge=-2 e_lumo_ev="4.132 / 4.132" s_squared=0.8231 molar_mass_g_mol=874.57 total_energy_ev=-127717.3073
Ru -1.06773 0.62652 0.42223 0.2 0.3 0.4
O -2.24451 2.34791 0.85513 0.0 0.0 0.0
N -1.68839 3.46722 0.81332 0.1 0.0 0.0
N -0.40524 3.44973 0.66672 -0.1 0.0 0.0
O 0.32158 2.33963 0.61088 -0.2 0.0 -0.1
C 0.26633 4.69147 0.55086 0.0 0.0 0.0
C -0.40826 5.90387 0.69629 0.1 0.0 0.0
C 0.29733 7.08801 0.56969 0.0 0.0 0.0
C 1.66112 7.08105 0.30228 0.0 0.0 0.0
C 2.31807 5.86931 0.16106 0.0 0.0 0.0
C 1.63034 4.67065 0.28516 0.0 0.0 0.0
H -1.46844 5.90521 0.89342 0.0 0.0 0.0
H -0.22954 8.02855 0.67664 0.0 0.0 0.0
H 2.20267 8.01319 0.19811 0.0 0.0 0.0
H 3.37899 5.84852 -0.05633 0.0 0.0 0.0
H 2.11929 3.71488 0.17478 0.0 0.0 0.0
C -1.69914 -0.34689 1.92629 -0.1 -0.4 -0.5
Ge -0.68817 -1.42485 3.14338 -0.1 -0.1 -0.1
C 0.34238 -0.16735 4.28805 -0.1 0.0 0.0
C 0.52730 -0.27101 5.66566 0.0 0.0 0.0
C 1.27504 0.66477 6.37256 0.0 0.0 0.0
C 1.86405 1.73063 5.70765 0.0 0.0 0.0
C 1.68706 1.85670 4.33587 0.0 0.0 0.0
C 0.92705 0.92454 3.64028 0.0 0.0 0.0
C 0.72830 -2.65739 2.52235 0.1 0.0 0.1
C 0.56782 -4.04072 2.55684 0.0 0.0 0.1
C 1.57067 -4.89504 2.11070 0.0 0.0 0.0
C 2.75436 -4.37567 1.60696 0.0 0.0 0.0
C 2.93265 -2.99747 1.56809 0.0 0.0 0.0
C 1.93461 -2.15267 2.03268 0.0 0.0 0.0
C -1.83120 -2.60562 4.26952 0.0 0.0 0.0
C -3.07244 -2.96260 3.73783 0.0 0.1 0.0
C -3.92816 -3.83253 4.40360 0.0 0.0 0.0
C -3.55939 -4.36915 5.62925 0.0 0.0 0.0
C -2.32492 -4.03872 6.17212 0.0 0.0 0.0
C -1.47477 -3.17380 5.49411 0.1 -0.1 0.0
H -2.77335 -0.36058 2.16035 0.1 0.4 0.3
H 0.07219 -1.08372 6.21776 0.0 0.0 0.0
H 1.39291 0.56169 7.44603 0.0 0.0 0.0
H 2.44606 2.46342 6.25546 0.0 0.0 0.0
H 2.12140 2.69218 3.79843 0.0 0.0 0.0
H 0.76148 1.07772 2.57821 0.0 0.0 0.0
H -0.35631 -4.46462 2.93622 0.0 0.0 0.0
H 1.42080 -5.96910 2.14752 0.0 0.0 0.0
H 3.53281 -5.03716 1.24442 0.0 0.0 0.0
H 3.84946 -2.57807 1.16952 0.0 0.0 0.0
H 2.09452 -1.07985 1.99544 0.0 0.0 0.0
H -3.37052 -2.54576 2.78107 0.0 0.0 0.0
H -4.88424 -4.08996 3.96204 0.0 0.0 0.0
H -4.22445 -5.04549 6.15428 0.0 0.0 0.0
H -2.01847 -4.46203 7.12245 0.0 0.0 0.0
H -0.50060 -2.96891 5.92305 0.0 0.0 0.0
C -1.19421 -4.75030 -1.75872 0.0 0.0 -0.1
C 0.16585 -4.50619 -1.10757 0.0 0.0 0.0
C 0.44364 -3.04503 -0.93565 0.0 0.0 0.0
N -0.27262 -2.28128 -0.19222 -0.2 -0.2 -0.1
N 0.12423 -0.97839 -0.21254 0.2 0.3 -0.1
C 1.15810 -0.76740 -0.99226 0.0 -0.2 0.0
N 1.77509 0.43840 -1.16827 0.0 0.0 0.0
S 1.72381 -2.21232 -1.74674 0.1 0.1 0.0
H -1.43118 -5.81653 -1.77667 0.0 0.0 0.0
H -1.21095 -4.37275 -2.78381 0.0 0.0 0.1
H -1.97021 -4.22868 -1.19934 0.0 0.0 0.0
H 0.96694 -4.95770 -1.69737 0.0 0.0 0.0
H 0.20013 -4.96715 -0.11798 0.0 0.0 -0.1
H 1.14419 1.19848 -0.89525 0.0 0.0 0.0
H 2.05977 0.57658 -2.13040 0.0 0.0 0.0
C -1.17902 0.97235 -1.62281 -0.2 -0.3 -0.1
C -0.99281 1.08960 -2.83225 0.1 0.1 0.1
C -0.65897 1.23135 -4.21049 0.0 0.2 0.0
C -0.71033 2.55688 -4.78383 0.0 0.0 0.0
C -0.77791 2.82927 -6.17375 0.0 -0.1 -0.1
C -0.83741 4.11909 -6.67420 0.0 0.0 0.0
C -0.84332 5.22649 -5.83240 0.0 0.0 0.0
C -0.81281 4.98834 -4.45769 0.0 0.0 0.0
C -0.75386 3.70634 -3.94955 0.0 -0.1 0.0
C -0.22563 0.05639 -4.90457 0.0 -0.1 -0.1
C 0.51623 0.05736 -6.11719 0.1 0.0 -0.1
C 0.93319 -1.11013 -6.73167 0.0 0.0 0.0
C 0.64566 -2.36305 -6.19435 0.0 0.1 0.0
C -0.06328 -2.39241 -4.99123 0.0 -0.1 0.0
C -0.47612 -1.23713 -4.36226 0.0 0.0 0.0
H -0.82825 2.00391 -6.87340 -0.1 0.1 0.1
H -0.89748 4.25840 -7.75032 0.0 0.0 0.0
H -0.88519 6.23445 -6.22889 0.0 0.0 0.0
H -0.83300 5.82305 -3.76278 0.0 0.0 0.0
H -0.74887 3.55389 -2.87723 0.0 0.0 0.0
H 0.80901 1.00233 -6.55791 0.0 -0.1 0.0
H 1.51071 -1.03521 -7.64938 0.0 0.0 0.0
H 0.96550 -3.27564 -6.68301 0.0 0.0 0.0
H -0.30247 -3.35184 -4.53659 0.0 0.1 0.0
H -1.01653 -1.29448 -3.42373 0.0 0.0 0.0



[4]
36
Properties=species:S:1:pos:R:3:forces:R:3 method="wB97M-V/def2-TZVPD" homo_lumo_gap_ev="6.74 / 4.52" multiplicity=5 charge=+1 e_lumo_ev="-2.677 / -7.224" s_squared=6.0934 molar_mass_g_mol=318.13 total_energy_ev=-58831.1962
O 2.85116 2.85466 0.56450 -2.6 -0.6 -1.4
C 1.90562 2.28040 0.19132 5.0 2.7 1.9
Fe 0.93140 0.84960 0.11259 -1.8 -1.8 -2.0
C 2.27282 -0.31179 -0.12562 3.5 -1.7 2.5
O 3.16581 -0.99424 0.17999 -2.3 1.4 -1.6
C 0.94202 0.62032 1.87221 1.8 -1.0 3.4
O 1.30654 0.39231 2.95596 -1.3 0.6 -2.2
C -2.01345 -1.27812 -0.26772 -1.1 2.0 0.3
C -2.67834 -0.14922 0.24241 -0.8 -3.6 -0.8
C -2.02086 0.98774 0.69471 1.4 3.1 0.4
C -0.98327 1.67567 -0.00479 -2.1 0.7 0.5
C -0.52975 1.27265 -1.30092 -0.5 -0.5 -0.6
C -0.14032 -0.07418 -1.47161 -0.3 0.7 -0.5
C -0.68211 -1.17106 -0.73910 1.1 -1.4 -0.1
H -2.55074 -2.22815 -0.35011 0.1 0.3 -0.3
H -3.76720 -0.23688 0.37418 0.5 0.1 0.3
H -2.40899 1.52544 1.57469 0.1 -0.4 -0.4
H -0.80088 2.71691 0.31138 -0.4 -0.5 -0.3
H -0.36694 2.00865 -2.08893 0.5 -0.1 0.4
H 0.51174 -0.32458 -2.32460 -0.4 0.1 0.4
H -0.00381 -2.03823 -0.68282 -0.6 0.1 -0.4
C -3.03749 -4.07109 3.61765 0.7 -1.1 0.7
C -3.08583 -3.02784 2.49528 -0.5 0.3 -0.4
N -1.80999 -2.89150 1.85937 0.2 -0.4 0.9
C -0.96405 -4.01081 1.59081 0.2 0.1 -0.7
C -0.97472 -4.99622 2.76266 -0.6 -0.5 1.2
O -2.29759 -5.23104 3.24014 0.1 0.6 -0.6
H -2.58073 -3.61159 4.51798 -0.2 -0.2 -0.4
H -4.03914 -4.46639 3.85502 0.4 0.5 -0.1
H -3.83356 -3.33670 1.74008 0.3 0.0 0.2
H -3.37914 -2.05999 2.91403 0.0 -0.1 -0.3
H -1.40901 -1.96951 1.75668 0.0 0.3 0.1
H -1.31848 -4.51412 0.67288 0.0 0.0 0.3
H 0.05065 -3.63528 1.42653 -0.2 -0.1 -0.1
H -0.61562 -5.99360 2.45839 0.1 0.6 0.0
H -0.34247 -4.58422 3.57579 -0.2 -0.2 -0.3



[5]
7
Properties=species:S:1:pos:R:3:forces:R:3 method="wB97M-V/def2-TZVPD" homo_lumo_gap_ev=4.49 multiplicity=1 charge=-2 e_lumo_ev=6.221 molar_mass_g_mol=103.10 total_energy_ev=-18503.7181
C 1.57705 0.34597 -0.42385 1.1 -2.0 -1.6
C -1.49354 -0.09348 0.10430 -0.4 -0.7 1.9
N -0.70440 0.78123 0.54018 1.7 1.7 -0.3
O -1.70849 -1.17558 -0.40819 -0.4 -0.4 -1.2
O -2.22137 0.64248 1.05791 -1.6 -0.4 -0.1
S 3.15949 0.20209 0.21786 -0.6 0.0 -0.2
H 1.39126 -0.70270 -1.08820 0.3 1.9 1.5



[6]
12
Properties=species:S:1:pos:R:3:forces:R:3 method="wB97M-V/def2-TZVPD" homo_lumo_gap_ev=9.78 multiplicity=1 e_lumo_ev=0.859 molar_mass_g_mol=86.09 total_energy_ev=-8338.0551
O -1.11415 0.07062 -2.27425 0.0 -0.2 0.1
C 0.13630 -0.21749 -1.83850 0.3 0.1 0.2
C 0.57826 -0.02242 -0.59294 0.1 -0.2 -0.1
C -0.25679 0.23884 0.60441 -0.1 -0.1 -0.2
C 0.20905 -0.18829 1.93329 0.0 -0.2 0.1
O 0.21830 1.17962 1.56260 0.1 0.3 0.0
H -1.49857 0.58576 -1.56072 -0.6 0.1 -0.1
H 0.75297 -0.64680 -2.62092 0.0 0.3 0.0
H 1.63829 -0.14110 -0.42066 0.0 -0.2 0.1
H -1.34364 0.26054 0.46927 0.2 0.0 0.0
H -0.50990 -0.46171 2.70687 0.1 0.1 -0.2
H 1.18987 -0.65755 2.03155 -0.2 0.1 -0.1



[7]
12
Properties=species:S:1:pos:R:3:forces:R:3 method="wB97M-V/def2-TZVPD" homo_lumo_gap_ev=10.53 multiplicity=1 smiles="O=C(CO)CO" e_lumo_ev=0.281 molar_mass_g_mol=90.08 total_energy_ev=-9346.8163
O 0.31724 1.13518 -0.85643 -0.8 -0.4 -0.1
C 0.09369 0.09275 -0.26275 -5.3 -0.2 -0.2
C 1.11823 -0.88282 0.04212 5.1 2.7 -3.7
O 2.29664 0.22779 -0.00155 -2.6 -1.6 -2.8
C -1.42374 -0.06063 0.27795 1.1 -1.0 2.3
O -2.21809 1.00252 -0.19541 3.6 2.3 0.6
H 1.39570 -1.77348 -0.60360 -0.9 1.4 0.0
H 1.25247 -1.21440 0.96510 -0.5 -1.3 4.3
H 1.76544 0.77190 -0.81531 2.7 -1.1 2.8
H -2.01739 -1.09931 0.19156 1.7 2.3 -0.3
H -1.10644 -0.04085 1.53665 -1.2 0.2 -3.0
H -1.47374 1.84135 -0.27832 -3.1 -3.4 0.1



[8]
12
Properties=species:S:1:pos:R:3:forces:R:3 method="wB97M-V/def2-TZVPD" homo_lumo_gap_ev="10.75 / 5.32" multiplicity=2 charge=+1 e_lumo_ev="-4.258 / -8.890" s_squared=0.7663 molar_mass_g_mol=73.10 total_energy_ev=-6646.4006
C 1.24966 1.92888 -0.51333 1.8 2.7 -3.0
N 0.90409 1.04862 -1.35769 -0.6 0.3 3.7
H 1.52032 2.98509 -1.04796 -0.7 -2.2 1.1
H 1.59769 1.99706 0.55482 -1.0 -0.9 -0.8
H 0.47484 0.16785 -0.87802 0.9 0.3 0.0
N -1.40023 -1.27475 -0.34880 3.1 1.4 0.4
C -0.82342 -1.36185 0.89382 -0.5 1.2 -2.3
N 0.23453 -0.56849 0.99510 -2.0 -2.2 -1.3
H -0.78798 -0.74067 -1.04470 -2.1 -1.4 1.1
H -2.15554 -1.80612 -0.67370 -1.0 -0.9 -0.3
H -1.40735 -2.08784 1.55837 1.4 1.3 -0.1
H 0.59339 -0.28778 1.86206 0.6 0.3 1.6